No. 1
ORCA calculation (ωB97M-V/def2-TZVPD) on an isolated molecule of C4H5Cl3O.

Positions of all 13 atoms, in Å:
H 0.055 1.374 0.745
C 2.408 0.071 -0.003
H 0.862 -2.418 0.484
H -0.022 1.724 -1.046
Cl 3.439 -1.290 -0.155
C 0.806 -0.264 -0.302
Cl 2.748 0.707 1.654
C 0.306 -1.564 0.226
Cl 2.866 1.265 -1.293
O 0.512 -1.295 -1.138
H -1.092 0.526 -0.179
H -0.742 -1.727 0.497
C -0.040 0.951 -0.213

Properties
- HOMO (Eh) = -0.391
- calculated total energy (eV) = -43841.950
- SMILES = C[C@@]1(C(Cl)(Cl)Cl)CO1
- net charge = 0
- orbital gap (eV) = 11.2

Results of the natural (NBO) charge analysis, in e, for atoms 1 through 4: number 1, H, carries 0.24; number 2, C, carries -0.12; number 3, H, carries 0.20; number 4, H, carries 0.25

***

No. 2
ORCA calculation (ωB97M-V/def2-TZVPD) on a structure of composition C4H5ClN.

Positions of all 11 atoms, in Å:
C 0.779 0.841 0.421
H -1.670 -1.235 -0.115
C -0.158 -0.176 -1.357
C -0.811 -0.598 -0.265
H 1.427 1.532 0.939
C -0.209 0.013 0.900
N 0.808 0.672 -0.954
H -0.282 -0.294 -2.424
H 1.472 1.069 -1.604
Cl -0.812 -1.719 2.539
H -0.545 -0.106 1.919

Properties
- HOMO (Eh) = -0.101
- calculated total energy (eV) = -18241.683
- net charge = -1
- orbital gap (eV) = 6.5

Results of the natural (NBO) charge analysis, in e, for atoms 1 through 4: number 1, C, carries -0.15; number 2, H, carries 0.23; number 3, C, carries -0.11; number 4, C, carries -0.30

***

No. 3
ORCA calculation (ωB97M-V/def2-TZVPD) on an isolated molecule of C4H5ClN2.

Positions of all 12 atoms, in Å:
Cl 1.964 0.040 -1.351
C 0.584 0.104 1.076
H -0.306 -2.129 -0.350
N -0.654 1.825 0.307
H -1.572 -0.923 -0.984
C -0.547 -1.226 -0.981
C -0.097 1.215 1.423
N -0.347 1.283 -0.780
H -0.192 -1.271 -1.921
H -0.350 1.604 2.359
C 0.370 0.086 -0.424
H 1.148 -0.607 1.626

Properties
- HOMO (Eh) = -0.364
- calculated total energy (eV) = -19729.249
- SMILES = C[C@]1(Cl)C=CN=N1
- net charge = 0
- orbital gap (eV) = 9.3

Results of the natural (NBO) charge analysis, in e, for atoms 1 through 4: number 1, Cl, carries -0.05; number 2, C, carries -0.21; number 3, H, carries 0.22; number 4, N, carries -0.15

***

No. 4
ORCA calculation (ωB97M-V/def2-TZVPD) on an isolated molecule of C4H5ClN2.

Positions of all 12 atoms, in Å:
H 1.914 -0.782 -0.377
C 0.766 1.018 0.058
H -0.324 1.231 0.466
H -0.084 -2.248 0.282
Cl -3.816 0.163 0.305
N 1.117 1.865 -0.762
N -2.431 -0.296 -0.552
C -0.212 -1.172 0.124
C -1.357 -0.557 -0.058
H 1.989 1.759 -1.181
H 1.356 -0.539 1.356
C 1.082 -0.442 0.339

Properties
- HOMO (Eh) = -0.339
- calculated total energy (eV) = -19727.802
- SMILES = [H]/N=C\CC=C=NCl
- net charge = 0
- orbital gap (eV) = 9.7

Results of the natural (NBO) charge analysis, in e, for atoms 1 through 4: number 1, H, carries 0.22; number 2, C, carries 0.18; number 3, H, carries 0.13; number 4, H, carries 0.25

***

No. 5
ORCA calculation (ωB97M-V/def2-TZVPD) on an isolated molecule of C4H5ClN2O.

Positions of all 13 atoms, in Å:
H -0.391 -2.052 -0.583
H -2.172 -1.890 -0.728
C 0.090 0.297 -0.072
N -1.173 -0.143 -0.291
C 0.638 1.553 -0.214
C 2.003 1.332 0.217
H -1.431 -2.159 0.813
N 2.236 0.086 0.410
H 0.123 2.268 -0.709
H 2.796 2.004 0.124
O 1.025 -0.538 0.368
Cl -2.395 0.859 0.826
C -1.347 -1.617 -0.161

Properties
- HOMO (Eh) = -0.336
- calculated total energy (eV) = -21775.495
- SMILES = CN(Cl)c1ccno1
- net charge = 0
- orbital gap (eV) = 8.2

Results of the natural (NBO) charge analysis, in e, for atoms 1 through 4: number 1, H, carries 0.23; number 2, H, carries 0.21; number 3, C, carries 0.42; number 4, N, carries -0.33

***

No. 6
ORCA calculation (ωB97M-V/def2-TZVPD) on a cluster of 2 separate species, C4H5ClN2O in total.

Positions of all 13 atoms, in Å:
H -1.234 0.838 -2.001
N 0.688 -0.432 0.359
H -2.180 -0.773 1.915
C -1.020 0.453 -1.031
Cl 4.100 0.936 0.199
O 1.887 -0.839 0.521
H 3.091 -0.007 0.529
H -2.977 0.336 -0.385
C 0.271 0.238 -0.748
N -0.218 -0.851 1.202
H 1.093 0.682 -1.390
C -1.514 -0.597 1.027
C -1.985 0.016 -0.198

Properties
- HOMO (alpha / beta) (Eh) = -0.360 / -0.360
- calculated total energy (eV) = -21776.154
- SMILES = [O-][n+]1ccccn1.Cl
- net charge = 0
- orbital gap (alpha / beta) (eV) = 9.1 / 9.1

Results of the natural (NBO) charge analysis, in e, for atoms 1 through 4: number 1, H, carries 0.24; number 2, N, carries 0.27; number 3, H, carries 0.23; number 4, C, carries -0.20

***

Q: The lowest net charge belongs to which entry?
A: C4H5ClN

***

Please write out number 1 again, unchanged.
ORCA calculation (ωB97M-V/def2-TZVPD) on an isolated molecule of C4H5Cl3O.

Positions of all 13 atoms, in Å:
H 0.055 1.374 0.745
C 2.408 0.071 -0.003
H 0.862 -2.418 0.484
H -0.022 1.724 -1.046
Cl 3.439 -1.290 -0.155
C 0.806 -0.264 -0.302
Cl 2.748 0.707 1.654
C 0.306 -1.564 0.226
Cl 2.866 1.265 -1.293
O 0.512 -1.295 -1.138
H -1.092 0.526 -0.179
H -0.742 -1.727 0.497
C -0.040 0.951 -0.213

Properties
- HOMO (Eh) = -0.391
- calculated total energy (eV) = -43841.950
- SMILES = C[C@@]1(C(Cl)(Cl)Cl)CO1
- net charge = 0
- orbital gap (eV) = 11.2

Results of the natural (NBO) charge analysis, in e, for atoms 1 through 4: number 1, H, carries 0.24; number 2, C, carries -0.12; number 3, H, carries 0.20; number 4, H, carries 0.25

***

What did the sixth record say?
ORCA calculation (ωB97M-V/def2-TZVPD) on a cluster of 2 separate species, C4H5ClN2O in total.

Positions of all 13 atoms, in Å:
H -1.234 0.838 -2.001
N 0.688 -0.432 0.359
H -2.180 -0.773 1.915
C -1.020 0.453 -1.031
Cl 4.100 0.936 0.199
O 1.887 -0.839 0.521
H 3.091 -0.007 0.529
H -2.977 0.336 -0.385
C 0.271 0.238 -0.748
N -0.218 -0.851 1.202
H 1.093 0.682 -1.390
C -1.514 -0.597 1.027
C -1.985 0.016 -0.198

Properties
- HOMO (alpha / beta) (Eh) = -0.360 / -0.360
- calculated total energy (eV) = -21776.154
- SMILES = [O-][n+]1ccccn1.Cl
- net charge = 0
- orbital gap (alpha / beta) (eV) = 9.1 / 9.1

Results of the natural (NBO) charge analysis, in e, for atoms 1 through 4: number 1, H, carries 0.24; number 2, N, carries 0.27; number 3, H, carries 0.23; number 4, C, carries -0.20